w | Formula: C4H9N2O
Source: the OMol25 dataset
Level of theory: ωB97M-V/def2-TZVPD

Each line ends with the Mulliken charge.
CARTESIAN COORDINATES (ANGSTROEM)
C  -0.32930  -0.61885  0.02473  0.742
C  -2.68192  0.10602  0.12189  -1.198
C  2.41394  -0.73007  0.06650  -0.835
C  -1.22335  0.47073  -0.12978  -0.456
N  1.40368  1.41323  0.03314  -0.578
N  1.38683  0.20725  0.03704  0.445
O  -0.31307  -1.76511  -0.11040  -0.284
H  -2.92378  -0.13103  1.25177  0.306
H  -3.42144  0.81827  -0.09882  0.409
H  -2.85942  -0.86921  -0.45534  0.286
H  3.28076  -0.29463  -0.27640  0.415
H  2.36087  -1.51215  -0.71365  0.321
H  2.58530  -1.24486  0.98770  0.341
H  -1.15963  0.98070  -1.04739  0.396
H  -0.82645  1.40871  0.38056  0.406
H  2.30699  1.76102  -0.07155  0.282

Calculated values
Net charge   +1
E_HOMO   -15.564 eV

=====

x | Formula: C4H9N2O
Source: the OMol25 dataset
Level of theory: ωB97M-V/def2-TZVPD

Each line ends with the Mulliken charge.
CARTESIAN COORDINATES (ANGSTROEM)
C  -2.66823  0.03174  1.16934  -1.010
C  -1.18155  0.44581  0.88937  0.314
C  -0.61082  1.73533  0.71873  -0.276
N  0.64901  1.51478  0.05207  -0.072
C  0.74074  0.27377  -0.32831  -0.103
N  -0.37069  -0.38160  -0.00716  -0.037
H  -3.06510  0.40277  2.10137  0.350
H  -3.38681  0.32044  0.35734  0.285
H  -2.58954  -1.14490  1.25169  0.300
H  -0.70103  2.76511  1.20031  0.289
H  1.06274  2.46718  -0.02688  0.314
H  1.41484  -0.28334  -0.97653  0.401
H  -0.62263  -1.33971  -0.15651  0.232
H  2.47602  -3.34011  -2.15215  0.298
H  3.70869  -2.50677  -1.54837  0.336
O  2.75921  -2.52410  -1.88243  -0.623

Calculated values
Net charge   +1
E_HOMO   -14.203 eV

=====

Quick look at relative energies in kcal/mol: w 61.9; x 0.0.

=====

w | Formula: C4H9N2O
Source: the OMol25 dataset
Level of theory: ωB97M-V/def2-TZVPD

Each line ends with the Mulliken charge.
CARTESIAN COORDINATES (ANGSTROEM)
C  1.29667  0.17467  -0.24051  0.316
C  -1.52926  -0.81844  -0.33325  -0.556
C  -1.22262  -0.08800  0.97238  -0.449
C  -1.03943  0.57171  -0.26324  0.364
N  1.94937  -0.76354  -0.89850  -0.356
N  1.79153  0.75025  0.85254  -0.389
O  -1.33405  1.66266  -0.83866  -0.380
H  -1.11675  -1.79720  -0.44574  0.274
H  -2.63591  -0.82843  -0.51356  0.300
H  -2.23084  0.15689  1.40976  0.250
H  -0.43685  -0.32807  1.63534  0.334
H  1.44011  -1.30363  -1.48328  0.213
H  2.85037  -1.07866  -0.66572  0.184
H  1.19424  1.33666  1.54683  0.270
H  2.82912  0.75872  0.93423  0.228
H  -1.80571  1.59442  -1.66860  0.399

Calculated values
Net charge   +1
E_HOMO   -13.661 eV

=====

x | Formula: C4H9N2O
Source: the OMol25 dataset
Level of theory: ωB97M-V/def2-TZVPD

Each line ends with the Mulliken charge.
CARTESIAN COORDINATES (ANGSTROEM)
C  2.03031  -0.16234  -0.78578  -1.224
C  0.58117  0.17091  -0.85754  0.650
C  -0.49634  -0.67133  -0.70099  -0.578
N  -1.61815  0.08919  -0.50914  -0.012
C  -1.23176  1.34925  -0.24802  -0.219
N  0.07947  1.39615  -0.42961  -0.065
H  2.28612  -0.66636  0.14982  0.287
H  2.31501  -0.86816  -1.56371  0.353
H  2.72885  0.67160  -0.79626  0.367
H  -0.36468  -1.73918  -0.66472  0.458
H  -2.50419  -0.22601  -0.17952  0.297
H  -1.86520  2.15054  0.08397  0.411
H  0.40013  2.34517  -0.53626  0.266
H  -1.15121  -0.83001  2.85371  0.321
H  -0.11962  -1.60028  2.08053  0.319
O  -1.06990  -1.40915  2.10351  -0.633

Calculated values
Net charge   +1
E_HOMO   -14.067 eV

=====

y | Formula: C4H9N2O
Source: the OMol25 dataset
Level of theory: ωB97M-V/def2-TZVPD

Each line ends with the Mulliken charge.
CARTESIAN COORDINATES (ANGSTROEM)
C  1.32210  1.31387  -0.71821  -0.063
C  0.00741  1.12868  -0.84973  -0.652
C  0.45001  -0.35023  1.01821  0.008
C  -1.27092  -0.94791  -0.62749  -0.972
N  2.00637  0.53582  0.13560  -0.491
N  -0.57703  0.14304  0.09942  0.063
O  0.25078  0.12544  2.24399  -0.437
H  1.86476  2.01426  -1.33391  0.432
H  -0.65810  1.59377  -1.54683  0.467
H  0.75188  -1.38056  0.86644  0.429
H  -0.59707  -1.36381  -1.37472  0.396
H  -1.57584  -1.72905  0.06506  0.394
H  -2.15023  -0.54766  -1.12876  0.388
H  2.68331  0.92362  0.77287  0.268
H  -1.26705  0.63180  0.69192  0.371
H  0.78702  -0.29518  2.92844  0.400

Calculated values
Net charge   +1
E_HOMO   -12.941 eV

=====

Quick look at relative energies in kcal/mol: w 90.6; x 0.0; y 62.7.

=====

w | Formula: C4H9N2O
Source: the OMol25 dataset
Level of theory: ωB97M-V/def2-TZVPD

Each line ends with the Mulliken charge.
CARTESIAN COORDINATES (ANGSTROEM)
C  1.83981  -0.81063  0.52907  -0.889
N  0.49145  -0.26809  0.20697  0.105
C  0.24206  0.96481  -0.51055  0.358
O  1.16076  1.61442  -1.10454  -0.433
N  -1.05118  1.22049  -0.50801  -0.124
C  -1.80947  0.07600  0.12727  -0.558
C  -0.69912  -1.00132  0.31243  -0.499
H  2.25172  -0.27872  1.32665  0.361
H  2.49592  -0.96319  -0.51271  0.294
H  1.64958  -1.84930  0.90682  0.363
H  1.25842  2.60063  -1.19931  0.420
H  -1.59584  1.84011  -1.10360  0.265
H  -2.77644  -0.23943  -0.45931  0.326
H  -2.23489  0.33966  1.03102  0.319
H  -0.69973  -1.40887  1.34934  0.337
H  -0.52304  -1.83657  -0.39154  0.356

Calculated values
SMILES   C[N+]1=C(O)NCC1
Net charge   +1
E_HOMO   -13.743 eV

=====

x | Formula: C4H9N2O
Source: the OMol25 dataset
Level of theory: ωB97M-V/def2-TZVPD

Each line ends with the Mulliken charge.
CARTESIAN COORDINATES (ANGSTROEM)
C  -0.20708  -0.13323  0.02726  0.562
C  -0.20885  -1.62600  0.07547  -1.176
C  -2.28519  1.20561  0.11871  -1.316
C  -0.85452  1.01547  0.01645  0.060
N  1.61768  0.18639  -0.01100  0.687
N  2.79598  -0.62565  -0.07648  -0.600
O  1.79523  1.38427  -0.05323  -0.455
H  0.55069  -2.08580  0.77770  0.346
H  -0.14797  -1.97685  -0.92298  0.333
H  -1.14269  -1.96460  0.43206  0.393
H  -2.67724  1.93784  -0.55542  0.382
H  -2.49289  1.84138  0.99840  0.340
H  -3.03633  0.42401  -0.01118  0.382
H  -0.26568  1.92948  -0.05780  0.436
H  2.97057  -1.56602  -0.52597  0.318
H  3.58828  0.05368  -0.23197  0.309

Calculated values
Net charge   +1
E_HOMO   -14.660 eV

=====

Quick look at relative energies in kcal/mol: w 0.0; x 99.4.

=====

w | Formula: C3H12N4
Source: the OMol25 dataset
Level of theory: ωB97M-V/def2-TZVPD

Each line ends with the Mulliken charge.
CARTESIAN COORDINATES (ANGSTROEM)
H  0.08121  -3.28009  2.03352  0.214
N  0.78856  -3.23252  1.30431  -0.800
C  1.10339  -2.03818  0.99131  0.643
N  2.13490  -1.80893  0.12102  -0.500
C  0.45771  -0.77437  1.50685  -0.757
N  -0.08437  0.07417  0.09810  -0.513
H  2.07634  -0.94305  -0.39430  0.246
H  2.43084  -2.61177  -0.41167  0.273
H  1.21016  -0.13433  1.97210  0.321
H  -0.30608  -1.01881  2.25568  0.403
H  -0.83296  -0.52147  -0.25934  0.216
H  -0.44004  0.49601  1.03941  0.246
C  -1.64967  2.59243  -1.25140  -0.704
N  -0.58107  1.78363  -1.81096  -0.492
H  -1.98687  3.34693  -1.97044  0.276
H  -1.29402  3.08491  -0.34487  0.276
H  -2.52846  1.98605  -0.99003  0.218
H  -0.87285  1.22140  -2.59368  0.177
H  0.29329  1.77800  -1.29563  0.258

Calculated values
SMILES   [H]/N=C(/N)CN.CN
E_HOMO   -8.148 eV

=====

x | Formula: C3H12N4
Source: the OMol25 dataset
Level of theory: ωB97M-V/def2-TZVPD

Each line ends with the Mulliken charge.
CARTESIAN COORDINATES (ANGSTROEM)
C  1.63884  -1.18060  -0.39065  -1.030
C  -2.18277  -0.67077  0.86106  -0.672
C  1.79226  0.23582  0.02719  -0.244
N  -1.78841  0.22225  -1.24651  -0.501
N  0.59619  2.14137  0.42155  -0.445
N  -1.64827  0.44343  0.12935  -0.079
N  0.77194  1.08156  -0.34794  -0.088
H  1.08747  -1.87130  0.25796  0.249
H  1.01969  -1.37194  -1.35485  0.225
H  2.61865  -1.74501  -0.52410  0.319
H  -2.35667  -1.58166  0.09850  0.185
H  -1.30852  -1.06434  1.49291  0.211
H  -3.03275  -0.45508  1.42802  0.287
H  1.94331  0.25462  1.17457  0.299
H  2.73944  0.66469  -0.42493  0.245
H  -1.20533  0.91243  -1.73519  0.300
H  -1.69410  -0.76686  -1.63504  0.247
H  -0.31021  2.41204  0.57766  0.245
H  1.31925  2.33935  1.19045  0.248

Calculated values
E_HOMO (spin up / spin down)   -7.509 / -7.162 eV

=====

Quick look at relative energies in kcal/mol: w 0.0; x 64.3.